Entry 1:
Here is 4 unconnected molecules or ions with the total composition C3H13NO3 in a non-equilibrium geometry from the Open Molecules 2025 dataset. Energies are from ωB97M-V with the def2-TZVPD basis set.

Geometry (Å):
C: -1.5728 2.1463 0.3001
C: -0.9411 1.0985 -0.3410
C: -0.7308 0.9712 -1.8879
N: -0.3544 0.0038 0.3573
H: -1.2748 2.5353 1.2881
H: -2.5174 2.3403 0.0021
H: -0.7231 -0.0728 -2.2287
H: -1.5641 1.4334 -2.5795
H: 0.1784 1.6693 -2.0652
H: -0.0084 -0.7611 -0.1772
H: -0.8858 -0.4697 1.1337
O: 3.9472 -1.5819 0.7251
H: 3.3129 -0.9057 0.9074
H: 4.5039 -1.4896 1.5505
O: 2.3776 0.5096 1.7676
H: 2.8877 1.3046 1.6451
H: 1.5137 0.8890 1.8643
O: -2.7706 -3.4502 -1.1032
H: -2.4127 -2.5644 -0.9773
H: -2.9655 -3.6059 -0.1814

The SMILES is C=C(C)N.O.O.O. Its HOMO energy is -8.158 eV.

---

Entry 2:
Here is 3 unconnected molecules or ions with the total composition C3H13NO3 in a non-equilibrium geometry from the Open Molecules 2025 dataset. Energies are from ωB97M-V with the def2-TZVPD basis set.

Geometry (Å):
C: 2.3716 0.5039 -1.9086
C: 1.0212 -0.3587 -1.9471
N: 1.4164 -1.7719 -1.6998
C: -0.0183 0.1374 -0.9879
O: 0.2801 0.1872 0.3908
H: 2.0840 1.5485 -1.5300
H: 3.1039 0.5311 -2.7092
H: 2.8449 0.2248 -0.9718
H: 0.5513 -0.3196 -3.0229
H: 1.5111 -1.9982 -0.6913
H: 0.6019 -2.4513 -1.7173
H: -0.9941 -0.5069 -1.1591
H: -0.3877 1.0660 -1.3841
H: 0.4864 1.0613 0.6592
O: -3.8427 2.4130 3.8458
H: -3.6262 3.2150 4.4415
H: -3.5948 1.4970 4.0761
O: -1.3353 -1.3303 2.3047
H: -0.5300 -1.6746 1.9067
H: -1.9438 -1.9738 2.1043

The SMILES is C[C@@H](N)CO.O.O. Its HOMO energy is -9.546 eV.